1.
92
Properties=species:S:1:pos:R:3:mulliken_spin:R:1 method="wB97M-V/def2-TZVPD" s2=8.7528 spin_multiplicity=6 gap_ev="7.2378 / 7.2814"
Mn -0.03294 -0.12547 0.19317 4.484
C 2.64813 1.23498 1.57809 0.022
N 1.47172 0.46719 1.99062 0.017
C 1.92518 -0.73296 2.70146 0.026
C 0.61479 1.25498 2.89061 0.026
C -0.09591 2.38270 2.16781 0.004
N -0.97924 1.88706 1.10590 0.033
C -2.26428 1.44433 1.66710 0.036
C -1.25156 2.96060 0.14194 0.027
H 3.22941 1.55986 2.45224 0.003
H 2.36432 2.11202 1.00038 -0.004
H 3.28252 0.61425 0.94693 0.002
H 2.49564 -0.46230 3.60061 0.001
H 2.56923 -1.32071 2.04760 0.004
H 1.06228 -1.33104 2.98499 -0.002
H 1.21213 1.66898 3.71650 0.003
H -0.11452 0.56865 3.32017 -0.016
H 0.63253 3.05524 1.71217 -0.005
H -0.66133 2.98200 2.89493 0.000
H -2.81428 2.29906 2.08251 0.006
H -2.10729 0.70448 2.44791 -0.003
H -2.86177 0.99142 0.87543 -0.005
H -1.73697 3.81115 0.63903 0.002
H -1.88666 2.59050 -0.65679 0.002
H -0.32276 3.30906 -0.30775 -0.009
Cl -5.47068 -4.73421 3.09153 0.000
C -4.14839 -3.71959 2.65613 0.006
C -3.79030 -3.55541 1.32082 -0.005
Cl -4.67563 -4.37556 0.09273 0.000
C -2.72362 -2.73824 0.97279 -0.016
Cl -2.29342 -2.52541 -0.68413 0.006
C -1.95545 -2.04263 1.93500 0.032
O -0.94170 -1.29800 1.64032 0.069
C -2.34908 -2.23772 3.27851 0.010
Cl -1.43354 -1.42011 4.49771 0.000
C -3.41602 -3.05025 3.63371 -0.002
Cl -3.83797 -3.23932 5.29268 0.000
C 8.69950 -6.21515 -8.85802 0.000
O 8.48563 -4.82662 -8.67590 0.000
C 7.64282 -4.44222 -7.68876 0.000
C 7.45676 -3.06515 -7.54782 0.000
C 6.61922 -2.57486 -6.57332 0.000
C 5.94309 -3.44285 -5.71000 0.000
C 6.13285 -4.80874 -5.86078 0.000
C 6.97611 -5.31824 -6.84007 -0.001
C 5.05919 -2.87749 -4.68788 0.000
N 4.75717 -1.60533 -4.57514 0.000
C 3.91047 -1.52816 -3.50028 -0.002
C 3.69966 -2.76883 -2.95173 0.001
N 4.44211 -3.63135 -3.72371 0.000
C 2.83243 -2.99955 -1.84300 -0.009
C 2.55772 -4.24855 -1.27075 0.003
C 1.66254 -4.33312 -0.23425 0.001
C 1.03382 -3.16687 0.20791 0.018
N 1.28041 -1.98015 -0.31715 0.025
C 2.17663 -1.87176 -1.31478 0.006
C 2.41175 -0.54139 -1.86692 -0.004
N 1.74035 0.48751 -1.31125 0.071
C 1.89373 1.68983 -1.83394 0.044
C 2.72601 1.95773 -2.92590 -0.004
C 3.41887 0.92091 -3.49374 0.001
C 3.26691 -0.36611 -2.96221 -0.008
H 9.39511 -6.30594 -9.68674 0.000
H 7.76845 -6.72916 -9.10896 0.000
H 9.13831 -6.66832 -7.96573 0.000
H 7.98439 -2.40172 -8.21963 0.000
H 6.47067 -1.50983 -6.46025 0.000
H 5.61766 -5.51703 -5.22232 0.000
H 7.09766 -6.38722 -6.93024 0.000
H 4.53990 -4.62234 -3.59898 0.000
H 3.04274 -5.14129 -1.64729 0.000
H 1.42347 -5.27998 0.22854 0.000
H 0.29970 -3.18773 1.00269 0.009
H 1.30533 2.48692 -1.39725 0.002
H 2.76860 2.95828 -3.32721 0.000
H 4.06130 1.06427 -4.35240 0.000
O -1.73148 2.48724 -5.48868 0.001
S -0.63422 2.21786 -4.60568 0.000
O 0.48670 3.12352 -4.63083 0.001
N -1.13564 2.00019 -3.07006 0.011
C -0.93692 0.76655 -2.66421 0.015
O -1.15765 0.35757 -1.49102 0.059
C -0.34914 -0.14786 -3.70520 0.006
C -0.05737 -1.49744 -3.61194 0.011
C 0.56986 -2.10796 -4.69160 0.003
C 0.89001 -1.38111 -5.83608 0.000
C 0.56887 -0.03168 -5.93799 0.000
C -0.05638 0.55333 -4.85585 0.001
H -0.30642 -2.05382 -2.71707 -0.016
H 0.81306 -3.16260 -4.64536 0.000
H 1.38724 -1.87584 -6.66062 0.000
H 0.79944 0.53668 -6.82918 0.000

***

2.
54
Properties=species:S:1:pos:R:3:lowdin_charge:R:1 method="wB97M-V/def2-TZVPD" smiles="CC(C)=CC(=O)N1CC[C@@H](N2CCN(c3ccccc3F)CC2)[C@H](O)C1" gap_ev=8.6479
C 5.39681 -2.86856 -3.33172 -0.057
C 4.00210 -3.09998 -2.83607 -0.314
C 3.70239 -2.97332 -1.54182 0.008
C 2.37516 -3.21527 -0.93730 -0.439
O 1.59295 -4.06802 -1.32857 0.046
N 2.08793 -2.45265 0.15541 -0.062
C 2.83837 -1.28992 0.57112 -0.095
H 3.58323 -1.55500 1.33282 0.135
C 1.89825 -0.20475 1.12470 -0.332
O 2.51861 1.04738 0.98308 -0.015
H 1.80814 1.68260 0.80137 0.083
C 0.57807 -0.25344 0.33351 -0.260
N -0.15412 0.98539 0.54864 -0.151
C -1.11862 1.31032 -0.48694 -0.145
C -1.52502 2.78366 -0.35200 -0.129
N -2.09982 3.03763 0.95329 -0.088
C -3.46534 2.93234 1.15571 -0.166
C -4.37939 3.56774 0.30041 -0.200
C -5.74284 3.52990 0.49276 -0.018
C -6.26612 2.86305 1.58715 -0.097
C -5.39726 2.24884 2.46986 -0.095
C -4.03186 2.27867 2.25752 -0.026
H -3.39488 1.77281 2.96517 0.098
H -5.78307 1.72772 3.33334 0.102
H -7.33181 2.83294 1.74732 0.100
H -6.37819 4.04271 -0.21234 0.118
F -3.93141 4.28212 -0.76753 0.046
C -1.16901 2.64425 1.98540 -0.140
H -1.58992 2.84955 2.96915 0.121
C -0.76240 1.17023 1.85596 -0.151
H -0.04020 0.92126 2.63434 0.127
H -1.65691 0.53830 1.98452 0.118
H -0.27329 3.26352 1.86197 0.128
H -2.22268 3.03768 -1.14462 0.115
H -0.63425 3.41170 -0.45678 0.130
H -0.65902 1.15207 -1.46441 0.128
H -2.02134 0.67867 -0.41803 0.134
C -0.15885 -1.56884 0.64180 -0.088
H -0.80418 -1.82515 -0.19895 0.120
H -0.78166 -1.45858 1.52960 0.108
C 0.86385 -2.68907 0.88689 -0.129
H 1.10989 -2.75424 1.95209 0.129
H 0.46875 -3.65038 0.55482 0.121
H 0.85628 -0.25068 -0.72827 0.160
H 1.70021 -0.39127 2.19248 0.144
H 3.35862 -0.85319 -0.28420 0.130
H 4.48622 -2.71901 -0.84159 0.110
C 3.00572 -3.43653 -3.89720 -0.043
H 3.35013 -4.30043 -4.46361 0.089
H 2.90623 -2.60332 -4.59342 0.087
H 2.03846 -3.66778 -3.46514 0.065
H 5.77726 -3.77528 -3.80072 0.085
H 5.40230 -2.08271 -4.08633 0.084
H 6.06753 -2.58567 -2.52468 0.076

***

3.
9
Properties=species:S:1:pos:R:3:lowdin_charge:R:1 method="wB97M-V/def2-TZVPD" smiles="[H]/N=P/N.OCl" gap_ev=9.5227
N 1.39937 0.32042 -0.11304 -0.265
N -0.75952 -0.67876 -0.85585 -0.330
O -2.10128 0.44871 1.58453 -0.600
P 0.74146 -0.76761 -1.17740 0.654
Cl -0.97658 1.60787 2.01547 0.581
H 0.90751 0.83164 0.57941 -0.074
H 2.29772 0.82804 -0.36402 0.057
H -1.70344 -0.40718 1.30063 0.014
H -1.58617 -1.15512 -1.14141 -0.037

***

4.
33
Properties=species:S:1:pos:R:3:lowdin_charge:R:1 method="wB97M-V/def2-TZVPD" smiles="CC(=O)O[Si](CCCS)(OC(C)=O)OC(C)=O" gap_ev=8.6536
O 2.41117 0.53643 -0.87456 0.089
O -2.20685 -1.81060 -1.66905 0.098
O 0.33687 0.97520 3.02079 0.089
O 0.45786 1.41711 -0.10120 0.023
O -1.92479 0.44083 -1.15909 -0.009
O -1.04468 -0.05221 1.43898 0.002
S 3.46589 -2.94429 -1.10855 0.683
C 1.75352 1.41306 -0.42956 -0.553
C -2.59540 -0.66838 -1.59506 -0.512
C -0.73271 0.83072 2.41043 -0.502
C 2.39800 2.75731 -0.36779 0.033
C -4.05434 -0.31939 -2.01952 0.016
C -1.72708 1.99557 2.61281 0.003
C 2.26238 -2.90872 0.22352 -0.593
C 1.46274 -1.66009 0.43925 -0.347
C 0.44282 -1.38187 -0.60407 -0.195
Si -0.61779 0.19084 -0.13295 0.485
H 3.33219 -1.63232 -1.55023 -0.129
H 1.95685 3.31499 0.48353 0.101
H 2.28245 3.31018 -1.24060 0.069
H 3.45975 2.60222 -0.17548 0.099
H -3.97385 0.66359 -2.58649 0.100
H -4.64223 -0.04388 -1.17635 0.062
H -4.57514 -1.07477 -2.67037 0.102
H -2.23576 1.82169 3.58787 0.095
H -2.55330 2.09866 1.89488 0.075
H -1.17204 2.96418 2.58732 0.101
H 2.86199 -3.20244 1.12731 0.075
H 1.62851 -3.78447 0.02014 0.066
H 2.14460 -0.79595 0.52386 0.097
H 0.89341 -1.71787 1.37388 0.112
H 0.89151 -1.23660 -1.61399 0.099
H -0.38653 -2.09871 -0.66967 0.069

***

5.
101
Properties=species:S:1:pos:R:3:lowdin_charge:R:1 method="wB97M-V/def2-TZVPD" charge=+2 gap_ev="4.9095 / 4.9124"
Sn 0.51420 0.52204 -0.09192 1.306
Cl -6.45406 1.45287 -6.59731 0.733
C -5.24270 1.20757 -5.39862 -0.653
C -3.94421 1.64723 -5.63647 -0.071
C -2.97087 1.43366 -4.67955 -0.022
C -3.29032 0.81176 -3.47058 -0.205
C -4.60016 0.38705 -3.24593 -0.020
C -5.57504 0.57268 -4.20958 -0.074
C -2.25750 0.60193 -2.43804 0.003
C -1.10851 -0.18723 -2.83163 -0.190
C -0.94589 -0.79900 -4.11094 0.034
C 0.30767 -1.33712 -4.13647 0.020
C 0.86685 -1.11102 -2.84132 -0.238
C 2.09950 -1.57660 -2.37169 0.015
C 3.24936 -1.65000 -3.21929 -0.136
C 3.25197 -0.97119 -4.46094 0.010
C 4.33428 -1.02344 -5.30635 -0.060
C 5.47400 -1.72492 -4.91443 -0.636
Cl 6.82463 -1.79041 -5.95453 0.787
C 5.53963 -2.33824 -3.66083 -0.061
C 4.44812 -2.29345 -2.82880 0.013
C 2.13790 -2.09923 -0.98622 -0.202
N 1.60245 -1.48082 0.03989 0.008
C 1.78454 -2.31685 1.15852 -0.213
C 1.38562 -2.05251 2.43270 -0.002
C 1.76084 -2.99410 3.50316 -0.198
C 3.10016 -3.29565 3.74443 -0.017
C 3.44985 -4.19590 4.73493 -0.073
C 2.45046 -4.81113 5.47670 -0.651
Cl 2.87613 -5.94495 6.70091 0.734
C 1.10899 -4.51981 5.25033 -0.066
C 0.76935 -3.60099 4.27687 -0.015
C 0.58088 -0.89978 2.83149 -0.194
C 0.32936 -0.52392 4.19833 0.041
C -0.51910 0.52766 4.15970 0.052
C -0.80700 0.78651 2.76663 -0.216
N -0.06678 -0.11782 1.98877 -0.011
C -1.78403 1.62151 2.29592 -0.012
C -2.25658 1.63873 0.91790 -0.197
C -3.40679 2.36065 0.45142 0.037
C -3.54580 2.05296 -0.86080 0.048
C -2.46994 1.15616 -1.20314 -0.204
N -1.68662 0.95470 -0.06962 -0.017
C -2.44870 2.52121 3.25998 -0.206
C -1.68809 3.47450 3.93776 -0.016
C -2.27726 4.31439 4.86600 -0.072
C -3.63262 4.18394 5.13636 -0.653
Cl -4.37299 5.21808 6.29681 0.734
C -4.40242 3.22632 4.48479 -0.074
C -3.81187 2.40772 3.54170 -0.028
C 2.41556 -3.53551 0.70210 0.041
C 2.63271 -3.40594 -0.62445 0.012
N -0.03840 -0.43141 -2.05874 -0.016
H -3.70856 2.15046 -6.56205 0.117
H -1.96152 1.77809 -4.86181 0.130
H -4.85156 -0.10947 -2.31799 0.124
H -6.58725 0.23336 -4.04655 0.116
H -1.68630 -0.84097 -4.88938 0.125
H 0.75798 -1.91574 -4.92378 0.130
H 2.40927 -0.35411 -4.73608 0.119
H 4.32884 -0.49861 -6.24991 0.122
H 6.44938 -2.83452 -3.35797 0.121
H 4.52999 -2.75675 -1.85799 0.106
H 3.87483 -2.80276 3.17246 0.130
H 4.48626 -4.41997 4.93831 0.117
H 0.34617 -5.01062 5.83668 0.115
H -0.27289 -3.37478 4.09778 0.094
H 0.73129 -1.01002 5.06893 0.129
H -0.95751 1.04506 4.99440 0.131
H -4.01383 3.03234 1.02910 0.120
H -4.28400 2.43492 -1.54232 0.130
H -0.63274 3.57347 3.72193 0.131
H -1.69533 5.06455 5.38000 0.117
H -5.45099 3.12895 4.72216 0.116
H -4.40966 1.65466 3.04608 0.127
H 2.62919 -4.39271 1.31515 0.133
H 3.02981 -4.14240 -1.30016 0.127
O -1.43482 -1.79407 -0.04518 -0.549
S -1.29420 -3.26548 0.18905 1.021
C -1.96007 -3.52974 1.83348 -0.366
C -1.92753 -4.79738 2.39602 -0.076
C -2.42870 -4.97812 3.67431 -0.068
C -2.94371 -3.89733 4.38088 -0.066
C -2.95299 -2.63215 3.81318 -0.062
C -2.45317 -2.43934 2.53099 -0.080
C -2.57603 -4.05134 -0.76837 -0.381
C -3.77977 -3.38968 -0.97394 -0.067
C -4.75765 -4.00545 -1.73483 -0.059
C -4.52894 -5.26621 -2.27439 -0.057
C -3.32162 -5.91258 -2.06485 -0.060
C -2.32890 -5.29873 -1.31288 -0.084
H -1.53325 -5.63844 1.83967 0.118
H -2.42417 -5.96351 4.11862 0.118
H -3.33845 -4.04546 5.37636 0.115
H -3.35598 -1.79400 4.36554 0.111
H -2.44850 -1.46556 2.05833 0.095
H -3.93039 -2.40909 -0.54273 0.109
H -5.70420 -3.51095 -1.90379 0.111
H -5.29855 -5.74445 -2.86427 0.115
H -3.14772 -6.88967 -2.49236 0.114
H -1.37415 -5.78505 -1.15841 0.109

***

6.
8
Properties=species:S:1:pos:R:3:lowdin_charge:R:1 method="wB97M-V/def2-TZVPD" gap_ev=10.6554
C 0.57410 -0.11487 -0.06198 -1.332
N -1.04977 -0.29137 0.90310 -0.032
O 0.35030 -0.02171 -1.39043 -0.064
Cl 1.41347 1.17559 0.67769 0.689
Cl 1.22986 -1.68274 0.36534 0.630
H -1.24125 0.72387 0.91894 -0.002
H -1.56290 -0.70052 0.06212 0.044
H 0.28619 0.91174 -1.47479 0.066